[1]
{"formula": "C53H40N8ReS2", "method": "ωB97M-V/def2-TZVPD", "lumo_energy_ev": [-0.9, -0.9], "orbital_gap_ev": [4.95, 4.93], "s2": 0.803, "multiplicity": 2, "species": ["Re", "C", "C", "C", "C", "N", "C", "N", "C", "N", "C", "N", "C", "C", "C", "C", "C", "N", "C", "C", "C", "C", "C", "C", "H", "H", "H", "H", "H", "H", "H", "H", "H", "H", "H", "H", "S", "C", "C", "C", "C", "C", "C", "N", "C", "C", "C", "C", "C", "C", "C", "C", "N", "C", "C", "C", "C", "C", "S", "C", "H", "H", "H", "H", "H", "H", "H", "H", "H", "H", "H", "H", "C", "C", "C", "C", "C", "C", "C", "C", "N", "H", "H", "H", "H", "H", "H", "H", "H", "H", "C", "C", "C", "C", "C", "C", "C", "H", "H", "H", "H", "H", "H", "H"], "xyz": [[-1.391, -0.039, 0.232], [-2.332, 2.447, 3.613], [-1.405, 2.008, 4.562], [-0.904, 0.736, 4.460], [-1.287, -0.088, 3.377], [-2.007, 0.443, 2.348], [-2.570, 1.639, 2.523], [-1.010, -1.395, 3.455], [-1.253, -2.237, 2.481], [-1.538, -1.968, 1.185], [-1.792, -3.169, 0.526], [-2.314, -3.374, -0.633], [-2.618, -2.351, -1.483], [-2.956, -2.669, -2.789], [-2.808, -1.677, -3.791], [-2.548, -0.394, -3.471], [-2.667, 0.015, -2.040], [-2.455, -1.071, -1.100], [-1.464, -4.265, 1.428], [-1.373, -5.631, 1.238], [-1.039, -6.413, 2.334], [-0.830, -5.840, 3.585], [-0.883, -4.465, 3.768], [-1.189, -3.680, 2.673], [-2.826, 3.400, 3.709], [-1.112, 2.652, 5.377], [-0.226, 0.326, 5.191], [-3.235, 1.963, 1.733], [-3.132, -3.699, -3.040], [-2.841, -1.985, -4.825], [-2.304, 0.363, -4.199], [-3.695, 0.410, -1.879], [-1.535, -6.062, 0.262], [-0.940, -7.484, 2.219], [-0.612, -6.482, 4.427], [-0.679, -4.002, 4.720], [2.347, -4.692, 2.450], [3.014, -5.644, 3.714], [3.517, -4.882, 4.721], [3.385, -3.502, 4.475], [2.767, -3.221, 3.281], [2.420, -1.928, 2.746], [1.437, -1.787, 1.746], [0.972, -0.634, 1.326], [1.515, 0.499, 1.820], [2.637, 0.467, 2.687], [3.293, 1.681, 3.025], [2.865, 2.863, 2.524], [1.684, 2.936, 1.733], [1.224, 4.145, 1.218], [0.028, 4.165, 0.503], [-0.689, 2.968, 0.412], [-0.237, 1.780, 0.798], [0.969, 1.748, 1.432], [-0.421, 5.337, -0.209], [-1.641, 5.608, -0.773], [-1.646, 6.785, -1.542], [-0.438, 7.404, -1.567], [0.731, 6.575, -0.627], [3.053, -0.768, 3.179], [2.985, -6.713, 3.636], [3.954, -5.292, 5.616], [3.716, -2.753, 5.174], [1.024, -2.682, 1.298], [4.154, 1.630, 3.672], [3.389, 3.787, 2.727], [1.795, 5.050, 1.361], [-1.666, 2.995, -0.043], [-2.513, 4.997, -0.633], [-2.506, 7.146, -2.076], [-0.152, 8.300, -2.079], [3.876, -0.814, 3.875], [1.220, 1.282, -1.951], [0.154, 2.178, -2.513], [0.565, 3.199, -3.357], [-0.334, 4.051, -3.964], [-1.679, 3.906, -3.688], [-2.140, 2.895, -2.861], [-3.623, 2.832, -2.611], [-1.224, 1.993, -2.274], [-1.670, 0.935, -1.491], [1.829, 0.898, -2.767], [0.811, 0.431, -1.408], [1.872, 1.845, -1.282], [1.620, 3.308, -3.560], [0.007, 4.822, -4.639], [-2.390, 4.590, -4.131], [-4.066, 3.816, -2.760], [-3.855, 2.499, -1.600], [-4.102, 2.148, -3.314], [0.867, -2.211, -2.034], [1.723, -2.038, -3.104], [3.116, -2.316, -3.009], [3.945, -2.159, -4.091], [3.442, -1.719, -5.312], [2.084, -1.434, -5.434], [1.241, -1.581, -4.363], [1.215, -2.596, -1.091], [-0.186, -2.013, -2.129], [3.512, -2.652, -2.061], [4.999, -2.375, -3.991], [4.098, -1.603, -6.160], [1.687, -1.092, -6.379], [0.190, -1.353, -4.452]], "forces_ev_per_angstrom": [[2.11, -0.27, 1.41], [0.03, -0.07, -0.01], [-0.12, -0.04, -0.17], [-0.05, -0.01, -0.20], [-0.62, 0.84, -0.03], [0.50, -0.43, -0.18], [-0.26, 0.42, 0.23], [0.50, -1.20, 0.01], [-0.38, 0.90, -0.13], [0.02, 0.55, 0.50], [-0.65, 0.06, -1.25], [0.58, -0.79, 1.18], [-0.54, 0.40, -1.32], [0.17, -0.36, 1.14], [0.05, 0.82, -0.18], [0.12, -0.30, -0.02], [-0.74, -0.08, -0.19], [-0.31, -0.10, -0.15], [0.25, -0.13, 0.95], [-0.03, 0.18, -0.12], [-0.04, 0.00, 0.10], [0.02, -0.10, 0.11], [-0.08, 0.26, -0.04], [0.04, -1.06, -0.49], [-0.04, 0.10, -0.07], [0.01, 0.03, 0.12], [0.01, -0.11, 0.09], [0.07, 0.01, -0.11], [0.07, -0.16, 0.02], [0.05, -0.01, -0.20], [-0.01, 0.07, -0.19], [0.41, -0.04, -0.08], [-0.09, -0.03, -0.10], [-0.04, -0.04, 0.00], [0.08, -0.01, 0.04], [0.02, 0.00, 0.18], [0.41, 0.24, 0.52], [-0.20, 0.21, -0.32], [-0.01, -0.29, -0.05], [-0.21, 0.22, -0.35], [0.07, -1.02, 0.15], [0.25, 1.03, -0.28], [0.23, -0.08, -0.02], [-1.05, 0.67, -0.26], [0.60, -0.52, 0.27], [-0.58, -0.16, -0.34], [0.07, 0.62, -0.01], [0.27, -0.33, 0.29], [-0.39, -0.52, -0.28], [-0.79, -0.13, -0.43], [0.93, -0.41, 0.69], [-0.03, -0.06, -0.08], [-0.11, 0.10, -0.16], [-0.09, 0.78, 0.02], [-0.13, 0.80, -0.45], [0.37, -0.21, 0.41], [0.08, 0.28, -0.18], [0.25, -0.07, 0.24], [-0.53, -0.26, -0.18], [-0.39, -0.45, -0.32], [0.00, -0.22, 0.03], [0.09, -0.07, 0.08], [-0.02, 0.19, 0.07], [-0.24, 0.02, -0.02], [0.16, 0.03, 0.07], [0.07, 0.02, 0.09], [0.08, 0.08, 0.08], [-0.02, -0.22, -0.07], [-0.14, -0.23, -0.02], [-0.16, 0.09, -0.08], [-0.03, 0.22, -0.12], [0.10, -0.02, 0.08], [-0.12, -0.16, 0.03], [-0.22, -0.13, 0.04], [-0.01, 0.13, -0.07], [0.04, 0.09, 0.04], [0.10, -0.04, -0.18], [0.02, 0.07, 0.14], [0.08, -0.01, 0.00], [0.06, 0.49, -0.31], [-0.19, -0.12, 0.33], [0.13, -0.05, -0.02], [0.07, 0.08, -0.07], [0.11, 0.05, 0.09], [0.19, -0.01, -0.01], [0.04, 0.10, -0.02], [-0.13, 0.06, -0.03], [-0.01, 0.04, -0.03], [-0.01, -0.05, 0.06], [-0.11, -0.08, 0.08], [-0.42, -0.16, 0.32], [0.58, 0.03, -0.63], [-0.37, 0.07, 0.14], [0.17, 0.03, -0.09], [0.00, -0.03, -0.01], [0.09, 0.06, -0.14], [-0.10, -0.07, 0.38], [0.16, -0.05, 0.19], [-0.18, 0.05, -0.05], [0.05, -0.06, 0.10], [0.08, -0.02, -0.01], [0.09, 0.02, -0.09], [-0.02, 0.03, -0.10], [-0.16, 0.03, -0.01]]}

[2]
{"formula": "C3H13N3O", "method": "ωB97M-V/def2-TZVPD", "e_above_lowest_kcal_mol": 11.9, "lumo_energy_ev": [4.0, 4.0], "orbital_gap_ev": [2.76, 9.81], "total_charge": -1, "s2": 0.750, "multiplicity": 2, "species": ["C", "N", "C", "N", "H", "H", "H", "H", "H", "H", "H", "H", "N", "C", "O", "H", "H", "H", "H", "H"], "xyz": [[1.548, -1.245, 1.124], [2.393, -0.047, 1.106], [1.719, 1.132, 0.564], [1.481, 1.084, -0.873], [2.048, -2.013, 1.722], [0.521, -1.103, 1.537], [1.464, -1.631, 0.077], [2.673, 0.158, 2.062], [2.355, 1.997, 0.761], [0.749, 1.310, 1.074], [2.363, 0.824, -1.334], [0.801, 0.322, -1.062], [-2.911, -1.178, -1.221], [-2.805, 0.119, -0.605], [-1.482, 0.691, -0.794], [-2.674, -1.112, -2.219], [-2.208, -1.808, -0.786], [-3.532, 0.809, -1.032], [-2.985, 0.049, 0.482], [-1.518, 1.643, -0.585]], "forces_ev_per_angstrom": [[-0.16, -0.13, -0.60], [-0.09, -0.17, 0.28], [-0.40, 0.24, -0.12], [-0.01, -1.04, 0.09], [-0.04, -0.01, -0.08], [0.54, 0.10, -0.30], [-0.10, 0.18, 0.83], [-0.03, 0.04, -0.11], [0.06, -0.03, 0.13], [0.30, -0.06, -0.37], [-0.47, 0.11, 0.25], [0.39, 0.88, 0.00], [0.76, -0.36, 0.09], [0.95, 0.36, 0.24], [-0.63, -0.43, -0.05], [-0.08, 0.06, 0.60], [-0.67, 0.60, -0.44], [-0.21, -0.11, 0.03], [-0.17, -0.11, -0.45], [0.04, -0.09, 0.01]]}